(1)
Molecular formula: C34H39CrN5O3P2S
Method: DFT, the ωB97M-V functional and the def2-TZVPD basis

```
85
Properties=species:S:1:pos:R:3:forces:R:3:lowdin_spin:R:1
Cr 0.015 -0.929 -0.754 0.15 0.95 1.23 3.89
C -1.645 1.929 -1.028 0.01 -0.89 -0.36 0.01
C -1.702 0.884 -1.882 -0.43 -0.37 0.55 0.01
C -1.087 0.801 -3.263 0.12 -0.10 -0.37 0.01
C 0.206 0.002 -3.556 -0.12 0.15 -0.13 0.03
C 1.224 0.069 -2.447 0.59 1.46 0.23 0.05
C 1.293 1.116 -1.524 0.84 -2.08 -1.25 0.02
C 0.773 2.498 -1.691 -0.89 1.19 0.36 0.00
C -0.528 2.895 -0.938 0.37 0.79 -0.37 0.00
C 1.645 -1.801 0.143 -0.09 -0.22 -0.11 -0.10
H -2.435 2.090 -0.296 0.33 -0.54 0.22 0.00
H -2.405 0.062 -1.647 -0.12 0.68 -0.26 0.00
H -0.932 1.816 -3.655 -0.23 -0.33 0.37 0.00
H -1.868 0.316 -3.876 0.22 0.38 0.26 0.00
H -0.051 -1.051 -3.775 0.19 0.25 0.18 0.01
H 0.619 0.383 -4.512 -0.04 -0.12 0.30 0.01
H 2.108 -0.572 -2.590 -0.65 -0.15 0.75 0.01
H 2.027 1.007 -0.720 -0.06 -0.07 -0.28 0.00
H 0.649 2.792 -2.743 0.30 -0.39 0.25 0.00
H 1.553 3.150 -1.255 -0.22 -0.22 -0.39 0.00
H -0.298 3.067 0.127 -0.27 -0.17 -0.52 0.00
H -0.865 3.876 -1.322 0.20 -0.17 0.13 0.00
H 1.947 -1.322 1.099 -0.34 -0.33 -0.54 0.00
H 2.523 -1.843 -0.519 -0.14 -0.18 0.17 0.00
H 1.249 -2.827 0.319 0.46 0.36 0.12 0.00
P 1.473 -1.162 -7.708 1.75 0.43 -2.47 0.00
P -1.959 -0.658 -7.328 -1.26 1.45 -1.87 0.00
N 2.857 -0.034 -7.882 0.07 0.54 0.41 0.00
N 2.114 -2.406 -8.840 -0.74 -0.75 0.12 0.00
N -2.113 1.115 -7.301 0.65 0.25 0.33 0.00
N -3.569 -1.029 -8.010 -0.40 -0.75 -0.10 0.00
C 0.385 -0.316 -8.986 -0.26 0.29 0.31 0.00
C -1.083 -0.767 -8.988 0.22 -0.42 0.24 0.00
C 3.515 0.617 -6.824 0.50 0.30 -0.88 0.00
C 4.545 1.404 -7.337 -0.81 -0.76 -0.02 0.00
C 4.535 1.235 -8.759 -1.15 -0.63 0.22 0.00
C 3.474 0.394 -9.058 0.58 0.48 0.68 0.00
C 2.208 -3.771 -8.522 0.38 -0.02 -1.01 0.00
C 2.658 -4.473 -9.638 -0.19 0.87 0.60 0.00
C 2.848 -3.519 -10.688 -0.61 0.73 0.85 0.00
C 2.452 -2.291 -10.189 0.18 -0.74 0.00 0.00
C -1.838 1.884 -6.166 -0.28 0.64 -0.84 0.00
C -1.915 3.231 -6.474 -0.08 -0.95 -0.22 0.00
C -2.245 3.311 -7.861 0.20 -1.23 -0.16 0.00
C -2.310 2.013 -8.347 0.05 0.66 0.59 0.00
C -4.337 -0.322 -8.942 -0.34 -0.80 -0.04 0.00
C -5.380 -1.115 -9.393 1.01 0.07 0.77 0.00
C -5.258 -2.384 -8.733 0.83 0.56 0.34 0.00
C -4.142 -2.312 -7.908 -0.49 0.71 -0.60 0.00
H 0.803 -0.448 -9.995 -0.14 0.04 0.48 0.00
H 0.416 0.761 -8.779 0.10 -0.09 0.14 0.00
H -1.643 -0.198 -9.750 0.14 -0.32 0.40 0.00
H -1.147 -1.829 -9.269 -0.07 0.17 0.03 0.00
H 3.175 0.493 -5.810 0.05 -0.11 0.04 0.00
H 5.228 2.042 -6.788 -0.21 -0.25 0.06 0.00
H 5.201 1.667 -9.495 -0.13 0.03 0.19 0.00
H 3.100 0.105 -10.016 0.14 -0.02 -0.04 0.00
H 1.912 -4.131 -7.550 0.13 0.07 0.03 0.00
H 2.821 -5.539 -9.727 -0.02 0.17 0.23 0.00
H 3.217 -3.680 -11.693 -0.16 -0.09 0.15 0.00
H 2.324 -1.372 -10.732 0.23 -0.16 0.05 0.00
H -1.608 1.409 -5.245 -0.07 -0.10 -0.06 0.00
H -1.735 4.069 -5.811 -0.10 -0.26 -0.02 0.00
H -2.406 4.201 -8.444 0.06 0.05 -0.05 0.00
H -2.457 1.654 -9.348 -0.03 0.19 -0.06 0.00
H -4.088 0.681 -9.224 -0.14 0.03 0.12 0.00
H -6.134 -0.810 -10.106 0.11 -0.06 0.14 0.00
H -5.926 -3.224 -8.860 0.20 0.03 0.12 0.00
H -3.690 -3.056 -7.273 -0.06 0.00 0.08 0.00
O -1.768 -1.976 0.975 0.39 1.10 0.84 0.02
C -1.372 -1.021 1.687 1.16 -0.11 -1.69 0.01
N -0.566 -0.047 1.134 -0.65 0.44 1.11 0.02
S -0.180 1.175 2.236 -0.93 -1.65 -0.72 0.01
O 1.242 1.257 2.436 -0.22 0.31 -0.33 0.00
O -0.947 2.375 1.983 0.54 -0.11 0.05 0.00
C -0.947 0.344 3.570 0.27 0.22 0.80 0.00
C -0.920 0.794 4.885 -0.11 -0.25 -0.04 0.00
C -1.468 -0.036 5.864 -0.03 0.00 -0.60 0.00
C -2.061 -1.247 5.474 0.07 0.18 0.17 0.00
C -2.134 -1.630 4.133 0.13 -0.14 -0.39 0.00
C -1.525 -0.837 3.149 -0.70 0.02 1.43 0.00
H -0.473 1.758 5.117 -0.05 -0.25 0.03 0.00
H -1.440 0.269 6.908 -0.03 -0.16 -0.21 0.00
H -2.459 -1.889 6.262 -0.03 0.10 -0.38 0.00
H -2.636 -2.551 3.840 0.16 0.15 0.11 0.00
```
Forces are in eV/Å.

As for the largest force on an atom: 0.0594 hartree/bohr. The value obtained for the relative energy (zero: lowest compared OMol25 entry of this formula, charge and spin) is 93.92 kJ/mol. The charge is 0. For the orbital gap (spin up / spin down), the calculation gives 8.091 / 8.300 eV. Its spin multiplicity is 5.

=====

(2)
Molecular formula: C34H39IN3O2
Method: DFT, the ωB97M-V functional and the def2-TZVPD basis

```
79
Properties=species:S:1:pos:R:3:forces:R:3:lowdin_charge:R:1
C 4.054 -0.162 -4.791 -0.17 -0.33 -0.03 -0.08
C 2.554 -0.416 -4.516 0.89 0.62 -0.16 -0.22
N 2.049 0.350 -3.330 0.21 -0.47 -0.12 0.03
C 0.879 1.069 -3.605 -0.66 -1.06 0.46 -0.16
C -0.358 0.464 -3.713 0.21 1.52 -0.06 0.10
C -1.494 1.296 -3.973 -0.57 -2.04 0.22 -0.29
C -2.867 0.658 -4.086 0.03 0.93 -0.23 -0.12
C -3.299 0.480 -5.562 -1.22 0.37 0.34 -0.80
O -4.358 0.862 -5.947 1.13 -0.47 0.13 0.05
I -1.907 -0.495 -6.894 -0.03 0.08 0.20 0.86
N -1.437 2.582 -4.127 -0.27 -0.22 0.13 0.18
N -0.236 3.089 -3.989 1.46 1.56 -0.22 0.12
C 0.919 2.479 -3.761 0.08 -1.29 0.29 -0.24
O 2.062 3.112 -3.647 -0.11 0.43 -0.65 0.05
C 2.307 4.101 -4.685 -0.45 1.15 -1.24 -0.17
C 2.146 3.550 -6.112 0.31 0.00 0.60 -0.04
H 4.682 -0.922 -4.312 -0.17 0.17 -0.03 0.07
H 4.392 0.809 -4.418 -0.23 -0.05 -0.21 0.07
H 4.219 -0.245 -5.872 0.15 0.12 0.24 0.07
H 1.973 -0.078 -5.383 0.05 -0.32 0.10 0.11
H 2.425 -1.494 -4.367 -0.37 0.27 -0.09 0.12
H 1.879 -0.316 -2.585 -0.06 0.24 0.11 0.13
H -0.457 -0.612 -3.612 -0.07 0.16 -0.04 0.14
H -3.585 1.376 -3.669 0.03 -0.23 -0.15 0.13
H -2.953 -0.264 -3.505 0.19 -0.04 -0.37 0.13
H -0.169 4.100 -4.072 -0.41 -0.04 -0.07 0.19
H 3.308 4.524 -4.577 -0.07 -0.54 0.52 0.14
H 1.628 4.965 -4.586 0.12 -0.25 0.37 0.12
H 2.815 2.688 -6.221 -0.22 0.11 -0.25 0.09
H 2.448 4.345 -6.803 0.05 -0.23 0.11 0.10
H 1.113 3.290 -6.367 0.20 -0.11 0.10 0.08
C -1.410 1.988 1.441 -0.02 -0.08 0.04 -0.09
C -0.425 2.659 2.153 -0.01 0.04 0.01 -0.09
C 0.381 3.593 1.515 0.00 0.01 0.01 -0.08
C 0.195 3.863 0.167 0.04 -0.01 -0.08 -0.09
C -0.793 3.194 -0.546 0.13 -0.07 0.16 -0.11
C -1.593 2.255 0.092 0.00 -0.03 -0.14 -0.10
H -2.036 1.258 1.939 -0.01 0.03 0.00 0.11
H -0.284 2.452 3.206 0.00 -0.02 -0.02 0.11
H 1.153 4.110 2.069 -0.02 0.01 0.00 0.11
H 0.821 4.595 -0.329 0.00 0.01 0.03 0.10
H -0.933 3.406 -1.597 -0.14 0.06 0.02 0.07
H -2.362 1.730 -0.463 -0.04 0.02 0.04 0.10
C 2.796 -2.000 4.535 -0.01 0.00 -0.02 -0.09
C 3.243 -0.693 4.673 0.02 0.00 0.02 -0.09
C 2.819 0.283 3.781 -0.02 0.00 0.00 -0.09
C 1.941 -0.046 2.757 0.01 0.00 -0.03 -0.11
C 1.491 -1.353 2.622 0.02 0.02 -0.01 -0.10
C 1.922 -2.331 3.508 -0.03 -0.04 -0.01 -0.09
H 3.129 -2.762 5.229 0.00 0.01 0.00 0.10
H 3.922 -0.435 5.475 0.00 -0.01 -0.01 0.10
H 3.173 1.302 3.885 0.00 -0.01 0.01 0.10
H 1.607 0.716 2.064 0.01 -0.01 0.01 0.08
H 0.804 -1.610 1.825 0.00 0.00 0.02 0.10
H 1.575 -3.351 3.400 -0.01 0.01 0.01 0.09
C -6.496 0.650 3.846 0.00 0.00 -0.01 -0.09
C -5.510 1.319 4.557 0.02 -0.02 0.01 -0.09
C -4.706 2.254 3.919 0.01 0.00 -0.01 -0.10
C -4.894 2.526 2.571 0.02 0.01 -0.03 -0.11
C -5.883 1.858 1.860 0.03 -0.02 -0.01 -0.10
C -6.681 0.917 2.496 0.00 -0.01 -0.01 -0.10
H -7.121 -0.081 4.343 0.00 0.01 0.00 0.10
H -5.367 1.112 5.610 0.00 0.00 -0.01 0.10
H -3.932 2.772 4.473 -0.02 0.01 0.00 0.10
H -4.270 3.258 2.074 -0.01 0.00 0.01 0.10
H -6.031 2.072 0.808 -0.02 0.01 0.02 0.10
H -7.449 0.393 1.941 0.00 0.02 0.01 0.10
C 2.721 -7.001 3.196 -0.01 0.00 -0.02 -0.10
C 2.599 -6.074 4.222 -0.01 0.03 0.00 -0.11
C 1.748 -6.325 5.289 0.00 0.01 0.00 -0.10
C 1.024 -7.509 5.335 -0.01 0.01 0.00 -0.09
C 1.149 -8.438 4.311 -0.01 0.00 -0.01 -0.09
C 1.994 -8.183 3.240 0.00 0.01 0.00 -0.10
H 3.383 -6.803 2.362 0.00 -0.01 0.02 0.10
H 3.169 -5.153 4.189 0.02 -0.02 -0.01 0.09
H 1.648 -5.598 6.086 0.01 -0.02 0.00 0.10
H 0.364 -7.707 6.170 0.01 0.00 -0.01 0.10
H 0.586 -9.362 4.348 0.01 0.01 0.00 0.10
H 2.086 -8.905 2.439 0.01 0.00 0.02 0.10
```
Forces are in eV/Å.

As for the largest force on an atom: 0.0417 hartree/bohr. The value obtained for the relative energy (zero: lowest compared OMol25 entry of this formula, charge and spin) is 0.00 kJ/mol. The charge is +1. For the orbital gap, the calculation gives 6.097 eV.